The following is a DFT calculation (wB97M-V/def2-TZVPD) of a 3-piece molecular cluster, C4H10IN2O2 overall.

Structure (XYZ):
```
19
Properties=species:S:1:pos:R:3:forces:R:3
I 22.415 7.078 -20.324 -0.1 0.0 0.0
O 18.812 10.032 -17.843 -0.1 0.1 0.5
O 19.787 5.975 -15.428 -1.4 -0.1 1.2
N 20.684 10.188 -19.046 1.0 1.5 0.0
N 20.243 5.631 -17.584 -0.4 -0.4 -1.1
C 20.464 6.206 -16.402 0.4 -1.3 0.5
C 19.805 12.160 -17.978 -0.1 1.3 -0.3
C 21.727 6.926 -16.269 1.2 1.4 -0.3
C 19.755 10.705 -18.234 -1.5 -1.9 -0.4
H 18.778 12.515 -17.896 0.1 -0.1 0.4
H 20.803 5.872 -18.390 0.1 0.1 -0.2
H 21.398 10.867 -19.269 0.3 -0.8 -0.4
H 21.806 7.404 -15.293 -0.1 -0.1 -0.1
H 20.384 12.443 -17.099 0.0 -0.1 0.0
H 21.790 7.672 -17.062 0.3 0.2 0.0
H 22.577 6.258 -16.416 -0.1 -0.1 0.0
H 20.182 12.684 -18.856 0.4 0.1 0.1
H 19.456 5.008 -17.694 0.1 0.3 0.1
H 20.765 9.221 -19.325 0.1 -0.2 0.1
```
Positions in Å, forces in eV/Å.

Computed properties:
Frontier orbital gap in eV: 7.50
Relative energy (zero: lowest compared OMol25 entry of this formula, charge and spin) in kcal per mole: 13.5
Energy in eV: -19490.2713
LUMO in eV: 3.2
Net charge: -1
E_HOMO in eV: -4.31